No. 1
Formula: C51H59HfN5P
Source: the Open Molecules 2025 dataset
Level of theory: ωB97M-V/def2-TZVPD

Output
**Charge**: +1
**E_LUMO**: -2.72 eV
**Maximum force**: 3.5 eV/Å
**Calculated total energy**: -71888.369 eV
**Energy above the lowest of the compared OMol25 structures with the same formula, charge and spin**: 1.361 eV
**2S+1**: 1

The geometry in XYZ format:
```
117
Properties=species:S:1:pos:R:3:lowdin_charge:R:1
Hf 8.599 -15.690 16.825 1.355
P 8.279 -18.097 15.739 1.056
N 10.128 -13.686 16.851 -0.052
N 9.046 -14.942 14.523 0.014
N 7.465 -13.606 16.153 0.010
N 6.865 -16.182 17.376 -0.201
N 9.274 -15.409 18.984 -0.079
C 3.254 -15.819 17.859 -0.073
C 8.232 -21.277 18.314 -0.043
C 9.203 -14.687 11.799 -0.133
C 4.575 -15.102 15.881 -0.053
C 6.667 -12.940 17.025 -0.088
C 9.875 -15.723 13.812 -0.073
C 11.009 -18.089 15.890 -0.254
C 9.193 -14.515 10.270 -0.550
C 7.244 -18.209 14.217 -0.294
C 3.759 -10.066 15.576 -0.068
C 3.113 -16.236 19.151 -0.097
C 5.891 -17.856 11.775 -0.108
C 11.915 -16.420 17.242 -0.183
C 5.955 -9.264 14.486 -0.013
C 7.422 -13.263 14.862 -0.203
C 13.427 -18.022 16.360 -0.013
C 6.645 -12.231 14.424 0.044
C 5.787 -11.966 16.586 -0.003
C 7.874 -18.402 12.994 -0.103
C 8.644 -20.247 17.473 -0.081
C 6.648 -17.448 19.900 -0.060
C 7.828 -14.996 9.714 -0.017
C 10.302 -15.390 9.684 -0.059
C 5.879 -17.879 14.137 -0.088
C 5.614 -16.256 17.921 -0.363
C 5.714 -11.633 15.253 -0.146
C 10.278 -13.171 19.349 -0.172
C 4.917 -10.433 14.689 -0.530
C 12.499 -19.806 14.958 -0.015
C 9.428 -13.051 10.035 -0.050
C 8.289 -14.044 13.932 -0.202
C 12.298 -18.641 15.723 -0.161
C 10.101 -19.957 14.602 -0.095
C 10.244 -12.635 17.897 -0.203
C 5.954 -20.363 18.056 -0.077
C 4.501 -15.808 17.222 -0.219
C 7.185 -18.222 11.798 -0.101
C 8.340 -13.865 12.568 0.067
C 5.454 -16.844 19.174 -0.225
C 13.240 -16.908 17.170 -0.062
C 6.825 -21.394 18.502 -0.041
C 5.189 -17.722 12.951 -0.060
C 11.405 -20.415 14.411 -0.058
C 9.205 -14.150 19.778 -0.216
C 4.222 -16.792 19.820 -0.043
C 9.908 -18.831 15.323 -0.350
C 4.282 -10.809 13.317 -0.043
C 6.383 -19.385 17.246 -0.126
C 10.739 -16.953 16.714 -0.202
C 7.742 -19.313 16.970 -0.336
C 10.011 -15.566 12.455 0.018
H 6.321 -18.241 20.599 0.090
H 10.327 -12.659 10.515 0.100
H 3.638 -11.726 13.415 0.113
H 5.718 -18.702 16.758 0.087
H 8.944 -18.563 12.949 0.088
H 4.092 -9.756 16.585 0.088
H 4.653 -14.001 16.034 0.061
H 11.926 -15.513 17.824 0.052
H 2.151 -16.202 19.650 0.099
H 3.236 -9.252 15.023 0.102
H 11.242 -13.621 19.528 0.104
H 10.214 -15.798 19.015 0.068
H 5.036 -10.894 12.542 0.068
H 3.049 -10.876 15.782 0.098
H 5.531 -8.332 14.178 0.078
H 3.614 -9.991 13.052 0.082
H 4.897 -20.490 18.320 0.121
H 9.258 -20.489 14.246 0.113
H 8.563 -12.452 10.426 0.090
H 10.373 -15.296 8.578 0.108
H 11.012 -14.150 16.674 0.064
H 8.193 -13.691 19.777 0.116
H 9.818 -13.229 16.012 0.057
H 7.671 -14.686 8.665 0.100
H 7.001 -14.631 10.323 0.081
H 2.387 -15.421 17.363 0.105
H 11.271 -15.141 10.111 0.086
H 7.782 -16.083 9.737 0.067
H 5.410 -15.385 15.263 0.037
H 6.596 -9.496 13.628 0.080
H 6.630 -9.155 15.336 0.089
H 6.652 -12.015 13.365 0.110
H 4.076 -17.233 20.797 0.106
H 10.303 -12.280 19.981 0.120
H 14.379 -18.457 16.285 0.093
H 9.418 -11.932 17.669 0.114
H 9.321 -14.438 20.847 0.129
H 7.693 -13.146 12.043 0.115
H 7.124 -16.745 20.627 0.082
H 14.052 -16.460 17.735 0.106
H 6.704 -13.318 18.050 0.116
H 3.623 -15.284 15.318 0.097
H 10.451 -16.372 14.402 0.073
H 13.444 -20.321 14.869 0.119
H 5.368 -17.622 15.057 0.078
H 7.636 -18.381 10.786 0.124
H 7.372 -17.843 19.219 0.032
H 10.149 -16.451 9.940 0.086
H 11.145 -12.052 17.665 0.117
H 5.412 -17.764 10.821 0.108
H 10.708 -16.178 11.869 0.122
H 9.675 -20.117 17.229 0.091
H 5.218 -11.416 17.307 0.116
H 9.460 -12.815 8.967 0.096
H 11.578 -21.316 13.895 0.096
H 8.693 -16.164 19.427 0.073
H 8.928 -21.975 18.755 0.104
H 4.130 -17.555 12.997 0.110
H 6.467 -22.146 19.181 0.095
```

---

No. 2
Formula: C4H9NO2
Source: the Open Molecules 2025 dataset
Level of theory: ωB97M-V/def2-TZVPD

Output
**Charge**: 0
**E_LUMO**: 0.64 eV
**Maximum force**: 6.0 eV/Å
**Calculated total energy**: -9872.331 eV
**Energy above the lowest of the compared OMol25 structures with the same formula, charge and spin**: 7.730 eV
**2S+1**: 1

The geometry in XYZ format:
```
16
Properties=species:S:1:pos:R:3:nbo_charge:R:1
O -1.830 -1.180 0.598 -0.584
O 2.557 -0.520 -0.677 -0.969
N -0.952 -0.294 -0.108 -0.190
C 0.974 0.024 0.159 0.374
C 0.352 -1.054 -0.540 -0.259
C 1.297 0.963 1.018 -0.446
C -1.664 0.900 -0.519 -0.416
H 0.573 1.650 1.437 0.220
H -1.803 -0.859 1.514 0.458
H -1.943 1.487 0.361 0.188
H 0.438 -1.059 -1.623 0.247
H -1.026 1.493 -1.177 0.220
H 0.409 -2.015 -0.037 0.257
H 2.855 -1.411 -0.450 0.439
H 2.338 1.246 1.108 0.262
H -2.573 0.629 -1.063 0.199
```

---

No. 3
Formula: C17H58B3N10NiO6
Source: the Open Molecules 2025 dataset
Level of theory: ωB97M-V/def2-TZVPD

Output
**Charge**: -1
**E_LUMO (alpha / beta)**: 2.21 / 2.20 eV
**Maximum force**: 2.0 eV/Å
**Calculated total energy**: -88829.452 eV
**2S+1**: 3

The geometry in XYZ format:
```
95
Properties=species:S:1:pos:R:3:lowdin_spin:R:1
Ni 2.107 -0.708 0.960 1.747
O -5.082 -0.439 2.325 0.000
O 3.658 4.469 2.516 0.001
O -0.813 -1.854 6.530 0.000
O -0.093 0.878 -2.057 0.000
O -0.484 4.683 1.258 0.000
O 0.955 -5.075 2.133 0.000
N -0.458 3.270 -0.534 0.000
N -1.055 -4.157 1.549 0.000
N -0.786 -6.449 1.724 0.000
N -0.802 2.441 1.557 0.001
N -0.212 -3.393 4.976 0.000
N 2.271 1.065 2.090 0.048
N -3.350 0.087 0.938 0.000
N -3.878 -2.099 1.342 0.000
N -0.682 -1.238 4.328 0.000
N -0.808 0.905 -3.310 0.000
C -2.686 -0.725 -2.537 0.000
C 0.384 -1.255 -3.843 0.001
C -0.702 0.059 -5.667 0.000
C -0.550 -2.124 5.366 0.000
C -2.198 -0.248 -5.539 0.000
C -0.218 -5.199 1.845 0.000
C -2.853 1.738 -2.344 0.000
C 1.266 1.032 -4.439 0.000
C -4.163 -0.791 1.604 0.000
C -2.241 0.600 -3.153 0.000
C 3.147 5.700 2.989 0.000
C 0.015 0.168 -4.310 0.000
C -2.827 0.704 -4.560 0.000
C -0.591 3.561 0.794 0.000
C 2.748 3.423 2.738 0.002
C 3.052 2.631 0.385 0.000
C 3.152 2.245 1.867 0.004
B 3.321 -0.646 -0.925 0.054
B 3.056 -2.070 2.593 0.026
B -0.220 -1.069 0.722 0.018
H -1.059 2.469 2.526 0.000
H -2.632 1.661 -1.274 0.000
H 0.187 -0.049 -2.015 0.000
H -0.574 2.315 -0.864 0.000
H -1.184 -0.380 4.443 0.000
H 3.340 3.655 0.159 0.000
H -2.789 1.727 -4.961 0.000
H 1.216 -1.217 -3.133 0.001
H -2.394 -1.300 -5.298 0.000
H 2.233 5.980 2.462 0.000
H -0.932 1.550 1.106 0.001
H -3.753 -0.795 -2.330 0.000
H 0.330 -0.049 0.850 0.008
H -2.186 -0.867 -1.579 0.000
H -3.945 1.655 -2.301 0.000
H 2.004 2.536 0.078 0.000
H -2.393 -1.596 -3.124 0.000
H 3.930 6.450 2.884 0.000
H -2.531 2.723 -2.674 0.000
H 3.598 -1.104 2.236 0.011
H -0.271 -7.276 1.949 0.000
H 4.191 1.956 2.036 0.000
H -0.386 4.016 -1.198 0.000
H 3.717 -0.309 0.118 0.017
H -2.688 -0.169 -6.516 0.000
H 0.539 -1.947 0.772 0.008
H 0.001 -3.653 4.030 0.000
H -0.233 -0.718 -6.264 0.000
H -0.009 -3.980 5.764 0.000
H 1.346 1.497 1.969 0.000
H 3.559 0.068 -1.843 0.003
H -2.984 -2.308 0.934 0.000
H -3.918 0.609 -4.491 0.000
H -0.910 -1.213 1.673 0.000
H 1.066 2.095 -4.346 0.000
H 3.928 -2.863 2.694 0.010
H 2.947 5.625 4.068 0.000
H 0.748 -1.866 -4.673 0.000
H -0.451 -1.835 -3.456 0.000
H -1.751 -6.505 1.456 0.000
H -4.503 -2.829 1.617 0.000
H -0.701 1.029 -6.175 0.000
H 1.868 0.847 -5.334 0.000
H -3.471 1.018 1.297 0.000
H 1.966 0.757 -3.644 0.000
H 2.313 -2.372 1.742 0.008
H 2.263 0.914 3.102 0.001
H 2.145 -0.660 -0.892 0.015
H 3.627 1.930 -0.216 0.000
H -2.012 -4.311 1.296 0.000
H 1.700 3.653 2.489 0.000
H -0.576 -3.338 1.166 0.000
H 2.358 -1.889 3.544 0.000
H -0.763 -1.100 -0.331 0.004
H -0.373 -1.530 3.419 0.000
H 3.615 -1.769 -1.179 0.008
H -2.501 -0.256 0.502 0.000
H 2.756 3.200 3.817 0.000
```

---

No. 4
Formula: C35H35N3O4STeW
Source: the Open Molecules 2025 dataset
Level of theory: ωB97M-V/def2-TZVPD

Output
**Charge**: +2
**E_LUMO (alpha / beta)**: -7.47 / -7.34 eV
**Maximum force**: 2.4 eV/Å
**Calculated total energy**: -69463.760 eV
**Energy above the lowest of the compared OMol25 structures with the same formula, charge and spin**: 0.133 eV
**2S+1**: 1

The geometry in XYZ format:
```
80
Properties=species:S:1:pos:R:3:lowdin_charge:R:1
W -0.525 -1.467 -0.592 1.543
Te 0.992 -4.236 -2.214 1.415
S 0.114 -0.388 1.738 0.784
O -2.369 2.701 -3.028 0.134
O -0.660 0.327 -0.984 -0.280
O -2.871 -2.865 2.257 0.112
O -1.696 -2.683 0.378 -0.270
N 1.526 -1.347 -0.693 -0.141
N -1.249 -1.667 3.745 0.056
N -0.184 0.150 4.331 -0.152
C -2.716 -2.301 1.215 -0.570
C 1.597 0.959 -1.536 -0.060
C 1.895 3.153 -2.583 -0.216
C -3.579 -1.166 0.741 0.038
C -2.662 2.681 1.732 -0.066
C 0.517 3.367 -2.495 0.079
C 4.419 -1.051 -1.916 -0.033
C 5.725 0.339 0.108 -0.043
C -2.015 -3.568 -2.277 -0.111
C 2.411 1.954 -2.103 0.058
C -4.706 2.550 0.460 -0.056
C 2.204 -0.291 -1.052 -0.161
C -0.331 2.429 -1.927 -0.073
C 3.693 -0.332 -0.974 -0.235
C 0.611 1.357 4.307 -0.033
C -3.033 -1.587 -3.200 -0.020
C -3.979 2.547 -0.717 -0.004
C 2.179 -2.491 0.004 -0.282
C -2.587 2.602 -0.671 -0.157
C 0.222 1.244 -1.473 -0.234
C -0.490 -0.663 3.327 -0.670
C 1.380 -3.774 -0.167 -0.500
C -0.771 -0.323 5.590 -0.075
C 2.804 4.174 -3.200 -0.024
C -0.625 -1.712 -2.949 -0.261
C -3.150 -2.866 -2.679 -0.018
C 4.340 0.374 0.032 -0.019
C -1.930 2.670 0.554 -0.029
C -4.048 2.620 1.684 -0.066
C 6.454 -0.377 -0.831 -0.047
C -0.740 -2.997 -2.366 -0.699
C -1.536 -1.594 5.176 -0.077
C -1.771 -1.032 -3.372 -0.035
C 5.804 -1.065 -1.846 -0.043
C -1.832 2.604 -1.948 -0.301
H -0.850 2.728 0.594 0.116
H -2.609 -1.509 5.342 0.130
H -2.155 2.754 2.684 0.102
H -0.009 2.215 4.576 0.099
H 0.356 -1.388 -3.308 0.124
H 0.022 -0.520 6.313 0.134
H -4.595 -1.535 0.597 0.114
H 0.085 4.278 -2.889 0.145
H -3.257 -0.696 -0.205 0.071
H -4.473 2.516 -1.678 0.125
H -4.622 2.643 2.599 0.113
H 3.907 -1.587 -2.707 0.123
H 2.262 -2.209 1.061 0.113
H -1.614 -2.368 3.119 0.072
H 3.182 -2.623 -0.410 0.116
H 3.577 4.480 -2.498 0.094
H -1.170 -2.485 5.682 0.130
H 3.474 1.774 -2.187 0.136
H -5.785 2.518 0.428 0.115
H -1.427 0.448 5.998 0.133
H 3.769 0.946 0.752 0.127
H 6.235 0.879 0.892 0.116
H 3.298 3.771 -4.084 0.096
H 1.025 1.506 3.314 0.051
H -2.110 -4.569 -1.874 0.121
H -3.607 -0.396 1.517 0.098
H 1.947 -4.611 0.241 0.071
H 6.374 -1.611 -2.583 0.118
H 2.254 5.061 -3.503 0.087
H 1.423 1.268 5.028 0.103
H 7.532 -0.394 -0.778 0.117
H -4.123 -3.329 -2.594 0.131
H -1.661 -0.081 -3.881 0.133
H 0.421 -3.792 0.377 0.040
H -3.908 -1.040 -3.518 0.131
```

---

No. 5
Formula: C18H32GeN2NaOSe
Source: the Open Molecules 2025 dataset
Level of theory: ωB97M-V/def2-TZVPD

Output
**Charge**: +1
**E_LUMO**: -2.54 eV
**Maximum force**: 0.2 eV/Å
**Calculated total energy**: -150489.011 eV
**Energy above the lowest of the compared OMol25 structures with the same formula, charge and spin**: 0.000 eV
**2S+1**: 1

The geometry in XYZ format:
```
56
Properties=species:S:1:pos:R:3:nbo_charge:R:1
Se -1.832 -1.385 2.124 -0.093
Ge -2.146 0.271 0.408 1.148
Na 0.378 0.037 3.188 0.907
O -0.192 2.025 4.132 -0.980
N 2.638 0.611 2.740 -0.580
N 4.611 1.071 1.905 -0.503
C 2.806 2.710 1.374 -0.661
C -0.239 2.068 -1.036 -0.404
C 0.001 -2.454 0.109 -0.252
C 0.604 -2.845 2.402 -0.230
C 1.744 -3.521 1.987 -0.205
C 0.841 0.356 -2.594 -0.616
C -3.953 0.450 -1.844 -0.402
C 2.025 -3.649 0.635 -0.210
C -0.267 -2.296 1.462 -0.214
C -0.393 1.125 0.160 -0.842
C 3.542 -0.357 3.135 -0.103
C -3.031 -0.542 -1.128 -0.840
C 4.770 -0.088 2.626 -0.088
C 3.320 1.461 1.998 0.375
C 1.148 -3.120 -0.300 -0.173
C -4.625 -0.141 -3.084 -0.393
C -3.648 -0.466 -4.208 -0.611
C -0.265 1.388 -2.403 -0.391
H -0.690 -2.075 -0.634 0.219
H -0.171 2.159 -3.170 0.216
H 3.117 2.789 0.332 0.235
H 0.718 2.592 -0.934 0.200
H -3.104 1.221 1.146 -0.137
H 0.533 2.548 4.486 0.497
H -4.176 -0.832 -5.088 0.224
H 1.720 2.721 1.415 0.236
H -2.931 -1.237 -3.919 0.196
H -3.398 1.348 -2.141 0.194
H 3.252 -1.187 3.757 0.212
H 2.912 -4.177 0.311 0.228
H 0.371 -2.782 3.461 0.207
H 0.827 -0.047 -3.606 0.224
H -1.238 0.918 -2.568 0.195
H -1.012 2.840 -0.999 0.210
H -0.991 2.374 4.534 0.500
H 1.825 0.803 -2.428 0.204
H 5.714 -0.596 2.705 0.237
H 5.334 1.557 1.403 0.429
H -5.176 -1.041 -2.796 0.201
H 0.743 -0.483 -1.903 0.193
H 2.406 -3.956 2.725 0.225
H -0.260 1.691 1.088 0.219
H 1.346 -3.236 -1.358 0.227
H -5.366 0.573 -3.449 0.212
H 0.371 0.343 0.147 0.233
H -3.086 0.423 -4.505 0.202
H 3.176 3.590 1.903 0.239
H -4.721 0.785 -1.142 0.213
H -3.611 -1.390 -0.760 0.244
H -2.271 -0.944 -1.802 0.226
```

---

No. 6
Formula: C14H33BiCl2N4OP2
Source: the Open Molecules 2025 dataset
Level of theory: ωB97M-V/def2-TZVPD

Output
**Charge**: +2
**E_LUMO**: -8.02 eV
**Maximum force**: 2.6 eV/Å
**Calculated total energy**: -72509.772 eV
**2S+1**: 1

The geometry in XYZ format:
```
57
Properties=species:S:1:pos:R:3:nbo_charge:R:1
Bi 0.081 -0.016 -1.231 1.413
Cl -0.775 -0.072 -4.352 -0.088
Cl -2.428 -0.215 -1.250 -0.484
P 0.052 -2.877 -0.831 0.842
P -0.229 2.711 -1.187 0.864
O 1.804 0.333 -4.206 -0.510
N -0.731 1.376 3.720 -0.441
N -0.646 -1.066 3.836 -0.441
N 1.404 0.219 3.674 -0.443
N -0.099 0.075 1.691 -0.496
C 0.935 0.109 -5.021 0.621
C -0.828 1.280 2.256 -0.088
C -1.514 -3.692 -0.311 -0.931
C 1.271 -3.776 0.205 -0.934
C -0.734 -1.127 2.375 -0.088
C 1.084 -0.095 -6.505 -0.745
C 1.331 0.142 2.212 -0.085
C -1.337 0.157 4.322 -0.083
C 0.010 3.153 -2.934 -0.955
C 0.684 1.409 4.147 -0.082
C -1.880 3.381 -0.760 -0.935
C 0.764 -0.972 4.254 -0.083
C 0.335 -3.529 -2.516 -0.943
C 0.926 3.798 -0.283 -0.937
H -0.698 2.582 -3.540 0.258
H -0.220 -2.047 2.049 0.197
H -1.230 0.212 5.423 0.229
H 1.141 -3.498 1.251 0.241
H 0.713 1.443 5.240 0.229
H 0.752 4.864 -0.490 0.277
H -2.386 0.107 4.013 0.211
H -1.892 1.180 1.995 0.220
H 1.160 2.305 3.736 0.203
H -1.806 -1.139 2.100 0.220
H -0.384 2.203 1.834 0.191
H 1.202 -4.871 0.128 0.271
H -1.662 -3.531 0.759 0.250
H 2.277 -3.475 -0.086 0.250
H 1.357 -3.265 -2.809 0.249
H 0.791 -0.902 5.353 0.229
H -2.357 -3.228 -0.828 0.259
H -2.659 2.768 -1.220 0.268
H 0.699 -1.071 -6.845 0.279
H -0.363 -3.022 -3.193 0.249
H -1.516 -4.775 -0.511 0.264
H -1.988 4.428 -1.084 0.270
H 1.855 -0.765 1.883 0.207
H 1.788 1.063 1.794 0.202
H 1.951 3.549 -0.559 0.258
H 0.815 3.630 0.788 0.247
H 0.198 -4.616 -2.575 0.273
H 1.296 -1.864 3.934 0.205
H 1.006 2.832 -3.249 0.257
H 0.636 0.720 -7.100 0.285
H -0.119 4.226 -3.112 0.277
H -1.997 3.327 0.326 0.255
H 2.160 -0.080 -6.709 0.273
```

---

charge of number 2 (C4H9NO2)?
0